[1]
Computed, not measured: a molecular structure, C5H14N7O2SbSe4V in a non-equilibrium geometry, with the ωB97M-V functional and the def2-TZVPD basis.

Results
Spin multiplicity ... 3
Total charge ... -1
HOMO energy (alpha / beta) ... -4.4 / -4.5 eV
DFT total energy ... -313554.3544 eV
Energy above the lowest of the compared OMol25 structures with the same formula, charge and spin ... 24.8 kcal per mole
LUMO (alpha / beta) ... 2.34 / 2.34 eV
Expectation value of S² ... 2.035
Orbital gap (alpha / beta) ... 6.8 / 6.8 eV

```
34
Properties=species:S:1:pos:R:3:forces:R:3
H -4.0757 0.8084 -0.1311 0.0 0.0 0.0
O 3.7336 -1.6594 -0.0815 -0.5 -0.8 -0.3
H 2.7336 -0.1234 1.6073 0.1 0.1 0.0
H -2.8604 -0.0678 -1.0256 0.1 0.0 0.0
C -2.6786 1.7670 1.6923 0.0 -0.1 -0.1
H 1.4758 -4.8960 -0.1568 0.0 0.0 0.0
V 1.1149 -0.8228 -1.3539 -0.4 -0.5 -0.3
Se -1.5306 2.8305 -1.7710 0.1 -0.1 -0.1
H -2.7707 2.6842 1.1035 0.0 0.0 0.0
N 1.7221 -0.0737 1.5498 -0.1 -0.2 -0.1
C 1.2962 1.1034 1.3377 -0.1 -0.3 0.2
H 2.3839 -3.1329 1.2696 0.0 0.1 0.0
H -0.3052 2.2847 0.8430 0.0 -0.1 0.0
C -0.9489 0.4041 0.6138 -0.1 0.2 0.2
Se 2.1172 1.2609 -1.8774 -0.1 0.2 -0.2
N -2.2532 0.6579 0.8522 -0.1 0.1 0.0
Se 0.4331 2.4475 -5.4555 0.0 0.0 0.0
N 2.0244 2.2778 1.3880 0.0 0.4 -0.2
H 1.7848 2.9083 0.6264 0.0 0.0 0.1
H -3.6670 -0.8490 0.3725 0.0 0.0 0.0
H -1.9699 1.9201 2.5002 0.0 0.0 0.0
H 0.2723 -3.9965 0.5310 0.0 0.1 0.0
Se -0.4351 -0.9034 -3.2984 0.1 0.2 0.1
N 1.0621 -3.9711 -0.0995 -0.1 0.0 0.0
N -0.0711 1.3409 1.1444 0.1 0.0 -0.2
H -1.3028 -1.2330 -0.3449 -0.1 0.1 0.0
N 1.9746 -3.0104 0.3549 0.4 -0.3 -0.3
Sb -0.0223 1.6131 -3.2636 0.0 -0.1 0.1
H 3.0195 2.1032 1.3626 0.0 -0.1 0.0
H -3.6510 1.5281 2.1232 0.0 0.0 0.0
O 2.4021 -2.3267 -1.7729 -1.0 0.7 -0.2
N -0.5483 -0.6272 -0.0563 0.8 -0.3 -0.5
C -3.2663 0.0885 -0.0269 0.0 0.0 0.0
C 2.8067 -2.3353 -0.5573 0.9 0.5 1.5
```
Positions in Å, forces in eV/Å.

***

[2]
Computed, not measured: 2 unconnected molecules or ions with the total composition CH7NOS2 in a non-equilibrium geometry, with the ωB97M-V functional and the def2-TZVPD basis.

Results
Total charge ... 0
HOMO energy ... -9.7 eV
DFT total energy ... -26357.8562 eV
SMILES ... NCO.SS
Energy above the lowest of the compared OMol25 structures with the same formula, charge and spin ... 9.6 kcal per mole
LUMO ... -0.14 eV
Orbital gap ... 9.6 eV

```
12
Properties=species:S:1:pos:R:3:forces:R:3
H 2.7577 -0.5133 1.2594 1.0 0.0 -0.4
S -1.4431 2.0577 -3.3233 -1.9 -0.2 -0.2
H -2.0054 3.2851 -3.4707 0.5 -0.3 0.1
H 0.7748 -2.3520 1.3028 0.1 0.2 -0.1
H 0.3098 -0.0992 0.6322 -0.1 -0.2 0.0
N 0.5037 -0.3342 1.6001 -0.7 0.6 -1.3
S -3.3973 1.1077 -3.4845 1.4 0.4 0.5
H 0.7382 0.5443 2.0412 0.5 -0.4 0.5
H 1.4207 -1.6741 2.7853 0.2 -0.2 0.1
C 1.3113 -1.4942 1.7163 0.0 -0.8 0.7
O 2.6144 -1.4530 1.0931 -1.1 0.8 0.5
H -3.5848 0.9252 -2.1519 0.1 0.1 -0.4
```
Positions in Å, forces in eV/Å.

***

[3]
Computed, not measured: a molecular structure, C19H36N5O2OsPS6, with the ωB97M-V functional and the def2-TZVPD basis.

Results
Spin multiplicity ... 5
Total charge ... +2
HOMO energy (alpha / beta) ... -12.5 / -13.6 eV
DFT total energy ... -108588.5569 eV
Energy above the lowest of the compared OMol25 structures with the same formula, charge and spin ... 3.9 kcal per mole
LUMO (alpha / beta) ... -6.54 / -8.06 eV
Expectation value of S² ... 6.032
Orbital gap (alpha / beta) ... 6.0 / 5.5 eV

```
70
Properties=species:S:1:pos:R:3:forces:R:3
C -4.9771 1.5415 -3.4249 0.1 0.0 0.0
C -2.6068 -2.0290 -3.9816 0.0 0.0 0.0
H 4.9687 2.7032 3.4565 0.0 0.0 0.0
H -3.4021 -0.1315 -4.4391 0.0 0.0 0.0
H 3.9158 3.0022 4.8436 0.0 0.0 0.0
S -3.4717 -1.3480 -1.0548 0.0 0.0 0.0
H -4.7381 0.9056 -1.4166 -0.1 -0.1 0.0
C -3.9321 -2.5725 4.5046 0.0 0.0 0.1
H 5.0422 0.2022 3.9700 0.0 0.0 0.0
H -0.2006 3.4654 -3.3989 0.0 0.0 0.0
C 3.2746 1.3886 3.6078 0.0 0.0 0.0
H 4.0080 0.4841 5.3732 0.0 0.0 0.0
C -3.7125 -0.4093 -2.4684 0.1 0.0 0.0
H 3.7498 3.4581 -1.2129 0.0 0.0 0.0
C 3.1811 2.8340 -0.5220 0.0 0.0 0.0
C 0.1118 0.3281 -2.1980 0.0 0.0 0.0
H 5.4463 1.4916 -1.4408 0.0 0.0 0.0
C -0.9737 2.7424 -1.5313 0.0 0.0 0.0
N -3.2412 -0.7575 -3.6677 0.0 0.0 0.1
H -2.9494 -2.9724 4.7401 0.0 0.0 0.0
C -1.8337 1.6736 0.5438 0.0 0.0 0.0
H 1.3088 -3.7357 0.5370 0.0 0.0 0.0
C 3.3900 1.3837 -0.8904 0.0 0.0 0.0
S -3.8587 -0.8028 4.1783 0.0 0.0 0.0
H 2.2298 1.4209 3.9165 0.0 0.0 0.0
H -1.1647 -4.5788 0.6723 0.0 0.0 0.0
H 5.2049 1.0975 0.2567 0.0 0.0 0.0
H 2.1289 3.1093 -0.6005 0.0 0.0 0.0
O 2.4461 0.5252 -0.1166 0.0 0.0 0.0
H -1.0741 -5.2364 -0.9892 0.0 0.0 0.0
P 2.6940 -0.0380 1.3262 0.1 -0.2 0.0
H 3.3990 3.5093 3.2339 0.0 0.0 0.0
H -2.8330 -2.2863 -5.0135 0.0 0.0 0.0
H -4.3918 -3.1131 3.6813 0.0 0.0 0.0
O 3.2227 1.1825 2.1303 0.1 0.0 0.0
C -2.8654 -0.6887 2.7783 -0.1 -0.1 0.0
H -4.5698 -2.6567 5.3832 0.0 0.0 0.0
H 3.0481 1.2090 -1.9093 0.0 0.0 0.0
N -1.9400 0.5669 1.1945 0.1 0.0 0.0
H -1.4176 3.6832 -1.2333 0.0 0.0 0.0
C 0.2517 1.3892 -3.0758 0.0 0.0 0.0
H -2.3342 2.5682 0.8958 0.0 0.0 0.0
N -0.5415 0.4393 -1.0423 0.0 0.0 0.0
Os -0.9576 -1.0574 0.4486 -0.4 0.0 -0.2
H 0.5309 -0.6444 -2.4211 0.0 0.0 0.0
N -2.7011 0.5177 2.3154 -0.1 0.1 0.1
H 4.9290 -0.1337 -1.0097 0.0 0.0 0.0
C -1.3638 -4.3833 -0.3792 0.0 0.0 0.0
S 1.0840 -0.9332 2.0797 0.1 0.1 0.1
C 1.2490 -3.4703 -0.5160 0.0 0.0 0.0
H 1.9211 -2.6380 -0.7184 0.0 0.0 0.0
C -0.2979 2.6155 -2.7359 0.0 0.0 0.0
H 3.5287 3.0386 0.4888 0.0 0.0 0.0
C 4.8236 0.9203 -0.7519 0.0 0.0 0.0
H -6.0114 1.7823 -3.1904 0.0 0.0 0.1
N -4.4191 0.7228 -2.3551 -0.1 0.1 0.0
C 3.9299 2.7353 3.7869 0.0 0.0 0.0
H -2.9976 -2.8024 -3.3267 0.0 0.0 0.0
C -1.0858 1.6367 -0.7048 0.0 0.0 0.0
C 4.0062 0.2676 4.3042 0.0 0.0 0.0
H -2.4174 -4.1605 -0.5368 0.0 0.0 0.0
S -0.4307 -2.9476 -0.9384 0.2 -0.1 -0.1
H -4.9871 1.0063 -4.3713 0.0 -0.1 0.0
H 1.5119 -4.3187 -1.1451 0.0 0.0 0.0
S 4.0076 -1.5974 1.3177 -0.1 0.1 0.0
H 0.7839 1.2474 -4.0062 0.0 0.0 0.0
H -1.5242 -1.9782 -3.8588 0.0 0.0 0.0
H -4.4185 2.4689 -3.5512 0.0 0.0 0.0
S -2.2064 -2.1443 2.0156 0.1 0.0 0.1
H 3.5203 -0.6979 4.1640 0.0 0.0 0.0
```
Positions in Å, forces in eV/Å.

***

[4]
Computed, not measured: a molecular structure, C34H46CdN7O3S, with the ωB97M-V functional and the def2-TZVPD basis.

Results
Total charge ... -1
HOMO energy ... -4.0 eV
DFT total energy ... -67977.9327 eV
Energy above the lowest of the compared OMol25 structures with the same formula, charge and spin ... 18.5 kcal per mole
LUMO ... 2.49 eV
Orbital gap ... 6.5 eV

```
92
Properties=species:S:1:pos:R:3:forces:R:3
H -1.6744 0.9301 -3.8972 0.0 0.0 0.0
C 2.5261 -2.1531 1.6583 0.0 0.0 0.0
N -1.2296 4.8783 -1.2971 0.1 0.0 -0.1
H -1.6145 -1.5997 -4.0411 0.0 0.0 0.0
H 0.7857 -5.2638 0.0327 0.0 0.0 0.0
C -2.4050 5.6008 -1.7466 0.0 0.0 0.0
H -0.8713 -4.3867 5.1636 0.0 0.0 0.0
C 2.4405 0.9114 -2.8331 -0.1 0.0 0.0
C -2.8079 -1.3002 3.9067 0.0 0.0 0.0
C 0.4577 -6.0555 -1.8574 0.0 0.1 0.0
H 4.9562 4.4504 1.4332 0.0 0.0 0.0
O -3.7473 -1.4989 1.0049 0.0 0.0 0.0
C 4.2747 2.4921 1.8869 -0.1 -0.1 0.0
C 2.4705 0.9986 0.8538 -0.1 0.0 0.0
H -0.9464 -3.4748 7.4428 0.0 0.0 0.0
N 1.1847 -2.7504 -0.3698 -0.1 -0.1 0.1
N 2.0063 0.7368 -1.4569 -0.1 0.0 0.0
C -0.0163 5.2688 -1.9885 -0.1 0.0 0.0
C 2.4612 1.5590 -0.5497 0.1 0.0 -0.1
O -1.8665 -3.0322 0.5833 0.0 0.0 0.0
C -1.5560 -3.2980 3.4485 0.0 0.0 0.0
H -2.9340 4.0432 2.0534 0.0 0.0 0.0
H 0.1057 0.4260 -5.3044 0.0 0.0 0.0
C 1.7276 -0.9237 2.1471 0.0 0.0 0.0
H -0.3635 -2.9808 -4.4958 0.0 0.0 0.0
C 1.4238 1.3823 -3.8797 0.0 0.0 0.0
C -2.6848 4.5430 1.1170 -0.1 0.0 0.1
C 0.2644 -6.0798 -3.2354 0.0 0.0 0.0
H -0.2686 5.6508 -2.9809 0.0 0.0 0.0
S -2.3653 -1.8477 1.2494 -0.1 0.0 0.2
N 1.6239 0.0446 1.0702 0.0 -0.1 0.2
C 3.5041 1.3540 1.7758 0.1 0.1 0.0
H 3.3145 1.5698 -2.8732 0.0 0.0 0.0
H 2.1902 -0.5224 3.0514 0.0 0.1 0.0
O -1.4628 -0.6765 1.1037 0.0 0.0 -0.2
H 0.5162 -7.0282 -1.3763 0.0 0.0 0.0
H 0.7140 -1.2250 2.4269 0.0 0.0 0.0
C -2.6650 -1.5263 5.2656 0.0 0.0 0.0
C -0.1215 -3.6303 -3.6647 0.0 0.0 0.0
H -2.2011 6.6733 -1.7218 0.0 0.0 0.0
H 3.6626 0.6317 2.5644 0.0 0.0 0.0
H -0.0676 -5.1464 -5.0827 0.0 0.0 0.0
H -2.3751 -0.9829 -2.5859 0.0 0.0 0.0
H 4.9206 2.5034 2.7609 0.0 0.0 0.0
C -1.4173 -1.0601 -3.1121 0.0 0.0 0.0
C 2.9447 2.8710 -0.8575 0.0 0.0 0.0
H -3.0974 -0.8276 5.9745 0.0 0.0 0.0
H -2.7015 -3.4448 7.5978 0.0 0.0 0.0
C -2.2472 -2.1867 2.9967 0.0 0.0 0.0
H -2.6723 5.3286 -2.7761 0.0 0.0 0.0
N -0.4996 -1.7461 -2.2248 0.0 -0.1 0.0
C -1.9678 -2.6372 5.7391 0.0 0.0 0.0
C -0.8954 0.3415 -3.4032 0.0 0.0 0.0
N -0.4910 2.7014 -0.6180 -0.5 0.0 0.0
H 2.9547 -2.6562 2.5309 0.0 0.0 0.0
H 0.5220 6.0510 -1.4465 0.0 0.0 0.0
H 2.6512 3.2201 -1.8423 0.0 0.0 0.0
H 0.8554 -0.6592 -4.1541 0.0 0.0 0.0
H -3.4708 5.2772 0.9140 0.0 0.0 0.0
C 0.6665 -3.5789 -1.2269 0.0 0.0 0.0
H 2.7835 -0.0748 -3.1690 0.0 0.0 0.0
H -3.2619 5.3994 -1.1146 0.0 0.0 -0.1
C 1.7552 -3.2232 0.8737 0.0 0.0 0.0
H -3.3499 -0.4367 3.5388 0.0 0.0 0.0
H 0.6642 4.4385 -2.1356 0.1 -0.1 0.1
C 0.0442 -4.9565 -4.0186 0.0 0.0 0.1
C -0.0403 -2.9567 -2.4126 0.0 0.0 0.0
N -2.5574 3.5468 0.0491 0.1 -0.1 0.2
H 3.8654 4.7226 -0.6392 0.0 0.0 0.0
H -1.7815 -1.9532 7.7755 0.0 0.0 0.0
H -2.2111 1.8117 1.2349 0.0 -0.1 0.1
H 0.3081 2.8719 -1.2103 0.2 0.0 -0.1
H -1.1359 -3.9823 2.7214 0.0 0.0 0.0
C 0.3798 0.3229 -4.2504 0.0 0.0 0.0
H -3.9132 2.2042 0.8730 0.0 0.0 0.0
C 3.7023 3.7723 -0.1372 0.0 -0.1 0.0
H 2.0060 1.6335 -4.7723 0.0 0.0 0.0
H 0.9484 -3.6132 1.5130 0.0 0.0 0.0
H -0.7076 0.8403 -2.4490 0.0 0.1 0.1
H 0.9329 2.3109 -3.5627 0.0 0.0 0.0
C 4.3360 3.6315 1.0911 0.0 0.0 -0.1
H 0.2589 -7.0449 -3.7268 0.0 0.0 0.0
H -1.7488 5.0837 1.2726 0.0 0.0 0.0
C 0.6291 -4.9899 -1.0024 0.0 -0.1 0.0
C -2.8970 2.1949 0.4793 0.0 0.0 0.0
H -2.8663 1.5124 -0.3652 0.0 0.0 0.0
Cd 0.2359 -0.7091 -0.4360 0.2 0.4 -0.4
H 3.3651 -1.7955 1.0537 0.0 0.0 0.0
C -1.8392 -2.8897 7.2191 0.0 0.0 0.0
C -1.3511 3.6467 -0.6557 0.2 0.1 0.0
H 2.4436 -4.0600 0.6946 0.0 0.0 0.0
C -1.4183 -3.5174 4.8136 0.0 0.0 0.0
```
Positions in Å, forces in eV/Å.

***

[5]
Computed, not measured: 2 unconnected molecules or ions with the total composition CH2ClN2O2 in a non-equilibrium geometry, with the ωB97M-V functional and the def2-TZVPD basis.

Results
Total charge ... -1
HOMO energy ... -4.4 eV
DFT total energy ... -20664.8746 eV
Energy above the lowest of the compared OMol25 structures with the same formula, charge and spin ... 24.2 kcal per mole
LUMO ... 2.70 eV
Orbital gap ... 7.1 eV

```
8
Properties=species:S:1:pos:R:3:forces:R:3
N 1.4858 0.1641 -0.0391 0.8 -0.5 -0.2
O 2.3582 0.8655 0.4639 -0.8 -0.6 -1.1
O 1.5317 -0.4352 -1.1123 0.8 1.0 0.4
Cl -3.0969 1.0948 -0.1367 0.1 0.0 0.0
H -0.5987 -0.4330 -0.9495 -0.9 -0.9 2.1
C -0.6508 -0.5240 0.2059 5.3 2.8 -5.2
H -1.4305 -0.6429 0.7729 -4.5 -1.3 2.7
N 0.4011 -0.0893 0.7950 -0.8 -0.5 1.3
```
Positions in Å, forces in eV/Å.

***

Which formula does entry 5 have? CH2ClN2O2